Here is a structure of composition C40H36NO2P2Tl at a distorted geometry from the Open Molecules 2025 dataset. Energies are from ωB97M-V/def2-TZVPD.

Atoms and positions in Å:
C1 -0.1021 3.7533 -2.6117
C2 1.0449 2.9305 -2.5229
C3 1.5615 2.3572 -3.7055
C4 1.0186 2.6916 -4.9498
C5 -0.1128 3.5176 -5.0175
C6 -0.7278 3.9548 -3.8433
P1 1.6827 2.3247 -0.9300
C7 3.3844 1.7166 -1.1175
C8 3.6622 0.3281 -1.1840
C9 4.9545 -0.1270 -1.4587
C10 5.9927 0.7965 -1.6453
C11 5.7385 2.1675 -1.5070
C12 4.4516 2.6302 -1.2186
Tl1 -0.4743 0.6440 -0.0065
P2 -2.6902 -0.2281 -1.6248
C13 -2.1464 -0.3214 -3.3637
C14 -2.8026 0.3646 -4.4111
C15 -2.2296 0.4350 -5.6784
C16 -1.0111 -0.1994 -5.9430
C17 -0.4190 -0.9873 -4.9509
C18 -0.9477 -1.0181 -3.6654
C19 -3.2348 -1.8699 -1.0929
C20 -3.4854 -2.0459 0.2897
C21 -3.8161 -3.3036 0.7917
C22 -3.9636 -4.3882 -0.0777
C23 -3.7843 -4.2043 -1.4508
C24 -3.4219 -2.9604 -1.9724
C25 -3.9187 0.9873 -1.0441
C26 -3.6139 2.0733 -0.1735
C27 -4.4300 3.1985 -0.0888
C28 -5.6724 3.2242 -0.7395
C29 -6.0327 2.1110 -1.5042
C30 -5.1813 1.0142 -1.6538
C31 1.6586 3.6991 0.2846
C32 1.5340 5.0428 -0.1117
C33 1.2801 6.0209 0.8489
C34 1.2185 5.6988 2.2066
C35 1.4482 4.3839 2.6220
C36 1.6823 3.3956 1.6688
H1 -3.3951 -1.1918 0.9689
H2 -3.9472 -3.4564 1.8626
H3 -4.2230 -5.3714 0.3151
H4 -3.9352 -5.0406 -2.1293
H5 -3.3075 -2.8189 -3.0505
H6 -3.7662 0.8464 -4.2294
H7 -2.7346 0.9878 -6.4815
H8 -0.5402 -0.0801 -6.9166
H9 0.4660 -1.5673 -5.2252
H10 -0.4522 -1.5757 -2.8619
H11 -2.6448 2.0901 0.3431
H12 -4.0833 4.0899 0.4427
H13 -6.3066 4.1153 -0.6846
H14 -6.9746 2.1147 -2.0561
H15 -5.4527 0.1853 -2.3080
H16 1.6100 5.3110 -1.1638
H17 1.1091 7.0357 0.5089
H18 0.9916 6.4664 2.9408
H19 1.4462 4.1623 3.6922
H20 1.9026 2.3653 1.9816
H21 2.8512 -0.3843 -1.0123
H22 5.1799 -1.1984 -1.5488
H23 6.9993 0.4573 -1.9010
H24 6.5488 2.8921 -1.6253
H25 4.2701 3.6957 -1.0655
H26 2.4017 1.6572 -3.6047
H27 1.4567 2.3224 -5.8899
H28 -0.5200 3.8464 -5.9841
H29 -1.6561 4.5230 -3.9126
H30 -0.5493 4.1683 -1.7014
H31 -1.7035 1.8209 -1.7501
H32 -1.1758 2.2336 -1.3241
O1 -0.2385 -3.0862 0.2086
C37 0.5601 -2.5269 0.9545
C38 1.4351 -3.1628 2.0091
C39 2.2978 -2.0341 2.5512
C40 1.8173 -0.8094 1.8064
O2 2.2644 0.3322 1.9279
N1 0.8212 -1.1617 0.9385
H33 0.8000 -3.5705 2.8044
H34 2.0616 -3.9428 1.5597
H35 2.1503 -1.8793 3.6264
H36 3.3686 -2.1882 2.3411

Cartesian forces, eV/Å:
C -0.098 -0.371 0.040
C -0.191 -0.210 -0.480
C 0.076 -0.021 0.229
C -0.077 0.135 -0.169
C 0.126 -0.182 0.036
C 0.493 0.499 0.108
P -0.178 1.023 0.675
C 0.451 -1.105 0.071
C -0.203 0.371 -0.160
C 0.168 0.153 -0.053
C -0.402 0.233 0.015
C -0.108 -0.065 0.055
C -0.303 -0.049 -0.027
Tl 1.843 -2.428 -0.276
P 0.070 -1.764 1.702
C 0.196 0.730 -0.526
C -0.065 0.140 0.436
C 0.063 -0.014 -0.244
C -0.510 0.011 0.442
C 0.120 0.078 -0.272
C -0.293 0.056 0.648
C -0.332 -0.202 0.216
C 0.208 -0.195 -0.218
C 0.041 0.265 -0.124
C 0.146 0.316 -0.259
C -0.048 0.119 -0.058
C 0.175 0.331 0.287
C -0.288 1.279 0.007
C 0.341 -0.240 -0.837
C -0.144 -0.113 0.195
C 0.504 -0.458 -0.281
C -0.348 0.142 -0.017
C 0.366 -0.057 -0.362
C -0.034 0.184 0.402
C -0.226 -0.443 0.055
C 0.094 -0.103 0.017
C -0.037 -0.181 -0.340
C 0.119 0.275 -0.225
C -0.059 -0.507 -0.235
H 0.024 -0.303 -0.143
H -0.031 0.159 -0.282
H 0.082 0.278 -0.132
H 0.043 0.170 0.113
H 0.059 -0.143 0.369
H 0.339 -0.021 -0.028
H 0.196 -0.242 0.474
H -0.138 -0.200 0.171
H -0.209 0.224 0.400
H -0.084 0.061 -0.361
H -0.372 0.084 -0.081
H -0.178 -0.500 0.074
H 0.228 -0.458 -0.049
H 0.221 -0.057 0.284
H -0.162 0.235 0.105
H -0.138 0.019 0.212
H 0.122 -0.003 0.144
H 0.073 -0.077 -0.137
H 0.055 -0.112 -0.439
H -0.253 0.491 -0.103
H 0.240 0.139 -0.135
H -0.283 0.532 0.132
H -0.363 0.080 0.157
H -0.300 -0.285 0.085
H 0.097 -0.248 -0.164
H -0.293 0.379 -0.312
H -0.110 0.138 0.664
H 0.172 -0.416 0.449
H 0.328 -0.019 0.142
H 0.201 -0.052 -0.395
H 1.200 1.676 0.444
H -1.402 -0.260 -1.611
O 0.882 0.841 0.934
C -1.020 -0.465 -0.989
C 0.273 -0.372 0.181
C 0.337 0.114 0.054
C 0.663 0.857 0.263
O -0.686 -0.921 -0.215
N -0.979 1.116 -0.550
H 0.098 -0.248 -0.391
H -0.489 -0.073 0.157
H 0.263 0.068 -0.232
H -0.363 0.181 0.267

Values from the calculation:
**HOMO energy (spin up / spin down)**: -13.70 / -13.70 eV
**Lowest unoccupied orbital energy (spin up / spin down)**: -8.74 / -8.74 eV
**Net charge**: +2
**E**: -2605.6546 Eh
**ΔE to the lowest compared entry with this formula, charge and spin**: 43.3 kcal/mol
**HOMO-LUMO gap (spin up / spin down)**: 4.960 / 4.961 eV